44
Properties=species:S:1:pos:R:3:forces:R:3:nbo_charge:R:1 method="wB97M-V/def2-TZVPD" lumo_energy_ev=4.85 homo_lumo_gap_ev=9.07 homo_energy_ha=-0.15512 charge=-2 energy_ev=-46065.3041
S -0.0630 -0.1515 -0.3207 -1.921 -2.309 -0.208 2.740
O -0.4280 0.7495 0.7123 -1.065 2.797 2.666 -1.143
O -0.8480 -1.3975 0.0193 1.332 1.064 -1.290 -1.108
O -0.3610 0.4575 -1.6017 -0.199 -1.062 -0.586 -1.082
O 1.3490 -0.3615 -0.1957 2.804 -1.457 -0.164 -1.117
O -2.4450 1.4845 -2.6407 1.199 -2.272 -3.209 -0.985
H -2.7220 2.0895 -2.0387 -1.540 2.755 2.861 0.465
H -1.5910 1.2125 -2.2557 -0.768 -0.274 -0.201 0.480
O -0.3480 2.8385 2.1193 -0.856 3.165 -1.276 -0.964
H -0.0690 2.4185 2.8663 0.875 -0.797 4.469 0.452
H -0.2160 2.0635 1.6223 -0.241 -1.421 -2.839 0.483
O 1.2670 0.5245 3.4013 2.270 -3.566 -1.017 -0.948
H 1.0390 0.8745 2.5483 -0.476 0.558 -0.835 0.472
H 1.7200 -0.3605 3.0023 -1.714 2.855 1.808 0.463
O -0.9800 -3.6525 -1.2197 -1.085 -2.287 -0.044 -0.974
H -1.0250 -2.8325 -0.7327 0.317 1.163 0.271 0.500
H -1.6550 -4.2015 -0.7557 0.817 0.539 -0.651 0.441
O 3.4260 -1.5355 -1.8137 2.524 0.142 4.360 -0.940
H 2.9360 -0.8735 -1.2317 0.276 -1.259 -1.546 0.492
H 4.1650 -1.7825 -1.0517 -2.685 0.706 -3.154 0.439
O -2.1270 -0.1215 2.5413 0.123 -0.448 -0.040 -0.987
H -1.6510 -0.9515 2.5883 -0.378 -1.233 1.760 0.469
H -1.5630 0.0315 1.7753 -0.102 1.932 -0.780 0.479
O -0.2600 -2.4375 2.3743 6.824 -3.916 7.977 -0.971
H -0.5740 -2.0745 1.6863 -3.995 3.974 -8.565 0.456
H 0.7620 -2.3035 2.1783 -2.757 -0.744 0.840 0.481
O -3.4460 -0.8885 -0.0207 -0.944 0.664 0.300 -0.976
H -2.5700 -1.1705 0.2493 0.420 -0.327 -0.288 0.484
H -3.4990 -0.0395 0.4513 -0.291 -0.365 -0.279 0.468
O -2.6180 2.3665 0.0123 -5.675 1.734 -5.014 -0.931
H -2.0540 1.8595 0.4143 5.313 -5.928 2.928 0.471
H -2.4450 3.0775 0.5263 0.252 4.424 2.223 0.458
O 0.2040 -0.1065 -4.0787 4.634 2.461 -1.763 -0.957
H -0.4640 -0.6255 -4.3267 -4.096 -3.183 -1.610 0.450
H 0.0290 0.0935 -3.1987 -0.334 0.408 2.744 0.484
O 2.4660 -2.1105 1.5503 3.050 -4.434 5.572 -0.950
H 2.1250 -1.5735 0.9473 -2.123 4.537 -4.594 0.501
H 3.1280 -1.6965 2.1393 -0.676 0.008 -1.041 0.471
O 0.7890 2.6725 -2.1757 2.921 1.225 -2.949 -0.979
H 1.4630 2.6925 -3.0067 -2.739 -0.456 3.066 0.458
H 0.2350 1.8825 -2.2537 0.439 0.041 -0.066 0.495
O 3.4370 1.2245 -0.3227 -1.579 0.064 0.221 -0.994
H 2.6100 0.6705 -0.4387 1.058 -0.095 -0.073 0.489
H 2.8730 1.9645 -0.0437 0.792 0.619 0.016 0.466

---

76
Properties=species:S:1:pos:R:3:forces:R:3:lowdin_charge:R:1 method="wB97M-V/def2-TZVPD" lumo_energy_ev=-5.50 homo_lumo_gap_ev=5.41 homo_energy_ha=-0.40095 charge=+1 energy_ev=-43520.0945
C 4.8421 -2.7974 3.2782 -0.305 0.232 -0.079 -0.048
C 3.5111 -3.1141 3.5773 -0.024 0.130 -0.095 -0.054
C 2.4873 -2.2017 3.3138 0.208 0.112 -0.132 -0.014
C 2.7756 -0.9262 2.7809 0.187 -0.443 0.189 -0.183
C 1.6970 0.0383 2.4668 -0.634 0.100 -0.762 -0.069
C 0.4493 -0.4644 2.0395 0.844 -0.487 -0.500 -0.028
C -0.7688 0.1964 1.7841 0.133 1.011 2.615 0.037
C -1.9891 -0.2062 2.4475 -0.335 -0.432 -0.228 -0.227
C -3.0692 0.7085 2.6057 0.222 -0.290 -0.581 -0.004
C -4.3267 0.2498 2.9816 0.085 0.087 0.292 -0.053
C -4.5273 -1.1098 3.2630 0.295 0.179 -0.160 -0.033
C -3.4394 -1.9907 3.2510 0.370 0.027 0.153 -0.049
C -2.1662 -1.5356 2.9131 -0.375 0.124 -0.263 -0.009
C 1.9945 1.4661 2.6614 0.473 0.611 0.347 -0.168
C 1.4809 2.4774 1.8279 0.186 0.100 0.171 -0.013
C 1.8254 3.8165 2.0329 -0.083 -0.223 -0.061 -0.047
C 2.7011 4.1808 3.0607 -0.075 -0.369 0.103 -0.047
C 3.2255 3.1916 3.9036 -0.221 0.090 -0.238 -0.050
C 2.8748 1.8605 3.7074 -0.158 -0.262 -0.178 -0.018
C 4.1325 -0.6097 2.5210 -0.118 0.035 0.017 -0.033
C 5.1456 -1.5429 2.7354 -0.284 -0.034 0.095 -0.049
H 5.6380 -3.5191 3.4692 -0.272 0.215 -0.051 0.116
H 3.2665 -4.0809 4.0188 0.076 0.279 -0.137 0.114
H 1.4523 -2.4573 3.5487 0.369 0.014 0.039 0.110
H 0.4184 -1.5564 1.9432 -0.061 0.310 0.442 0.120
H -0.7733 1.2120 1.3901 -0.035 -0.179 0.263 0.109
H -2.8936 1.7658 2.3870 -0.196 -0.363 -0.096 0.131
H -5.1621 0.9502 3.0496 0.306 -0.231 0.008 0.121
H -5.5261 -1.4800 3.5003 0.314 0.138 -0.048 0.122
H -3.5814 -3.0430 3.5036 0.026 0.360 0.007 0.120
H -1.3089 -2.2102 2.9471 -0.396 0.083 -0.140 0.116
H 0.8572 2.2052 0.9778 0.210 0.255 0.194 0.093
H 1.4006 4.5793 1.3783 0.208 -0.231 0.156 0.117
H 2.9707 5.2273 3.2106 -0.098 -0.313 -0.068 0.117
H 3.9066 3.4570 4.7139 -0.227 -0.073 -0.264 0.117
H 3.2930 1.0993 4.3713 -0.219 0.267 -0.216 0.126
H 4.3958 0.3765 2.1304 -0.140 -0.365 0.042 0.125
H 6.1755 -1.2830 2.4866 -0.316 -0.077 0.101 0.116
O -1.1314 1.6873 -2.0202 -0.215 0.005 0.956 -0.015
C -0.8604 0.4422 -2.6494 0.416 0.278 -0.340 -0.378
C -1.0782 0.7201 -4.1479 -0.058 -0.445 0.191 -0.161
C -0.8558 2.0211 -4.5935 -0.134 0.082 -0.520 -0.010
C -1.0591 2.3418 -5.9414 0.061 -0.267 0.242 -0.062
C -1.4664 1.3584 -6.8469 0.027 -0.016 0.163 -0.082
C -1.6616 0.0466 -6.4055 0.109 -0.025 0.315 -0.070
C -1.4603 -0.2777 -5.0576 0.103 0.388 -0.097 -0.059
C 0.5841 -0.0013 -2.3698 0.002 0.226 -0.355 -0.129
C 1.1106 0.2332 -1.1048 0.418 -0.150 -0.077 -0.040
C 2.4166 -0.1528 -0.8028 -0.174 -0.124 -0.118 -0.059
C 3.1859 -0.8255 -1.7559 -0.085 0.148 0.015 -0.074
C 2.6602 -1.0584 -3.0296 -0.304 0.063 0.110 -0.059
C 1.3598 -0.6418 -3.3420 0.287 -0.054 0.400 -0.002
C -1.7700 -0.6369 -2.0544 -0.189 -0.634 -0.835 -0.254
C -3.2293 -0.5582 -2.5179 0.099 0.337 0.140 -0.115
C -4.0070 -1.2405 -1.3958 -0.162 -0.217 -0.044 -0.137
C -3.0696 -1.2284 -0.1850 -0.284 -0.344 0.683 -0.186
N -1.8295 -0.5561 -0.5862 -0.014 0.150 -0.121 0.009
H -1.4398 1.5070 -1.1083 0.112 -0.150 -0.632 0.090
H -0.5412 2.7896 -3.8861 -0.140 -0.275 -0.294 0.122
H -0.8913 3.3685 -6.2646 -0.065 -0.272 -0.033 0.106
H -1.6262 1.6109 -7.8960 0.036 -0.073 0.302 0.106
H -1.9713 -0.7374 -7.0987 0.099 0.284 0.143 0.107
H -1.5986 -1.3073 -4.7118 0.043 0.367 -0.221 0.116
H 0.4823 0.7114 -0.3535 0.381 -0.003 -0.385 0.064
H 2.8221 0.0737 0.1828 0.012 -0.147 -0.314 0.079
H 4.1918 -1.1597 -1.4982 -0.243 0.139 -0.148 0.106
H 3.2539 -1.5613 -3.7922 -0.095 0.104 0.232 0.109
H 0.9467 -0.8168 -4.3362 0.207 0.079 0.283 0.114
H -1.3613 -1.6279 -2.3363 -0.110 0.302 -0.050 0.168
H -3.5233 0.4979 -2.6185 0.110 -0.290 -0.024 0.137
H -3.3623 -1.0442 -3.4878 -0.058 0.188 0.263 0.109
H -4.9394 -0.7120 -1.1797 0.087 -0.180 -0.038 0.112
H -4.2516 -2.2774 -1.6521 -0.046 0.240 -0.022 0.114
H -3.5244 -0.6875 0.6439 -0.015 -0.049 -0.093 0.078
H -2.8797 -2.2487 0.1867 -0.009 0.212 -0.237 0.123
H -1.0104 -0.9817 -0.1663 -0.146 -0.262 -0.378 0.092

---

74
Properties=species:S:1:pos:R:3:forces:R:3:lowdin_charge:R:1 method="wB97M-V/def2-TZVPD" lumo_energy_ev="0.18 / 0.18" homo_lumo_gap_ev="6.20 / 8.46" homo_energy_ha="-0.22112 / -0.30424" spin_multiplicity=3 energy_ev=-150707.9122
Ti 0.6550 -0.8790 -0.0984 -0.436 -0.085 0.436 0.776
Cl 0.7967 -0.1399 2.5817 0.103 0.020 0.114 0.706
C -0.7986 -0.8915 2.4937 -0.049 -0.048 -0.121 -0.671
C -1.1647 -1.2856 1.2244 0.092 0.015 -0.465 -0.243
C -2.4193 -1.8612 1.1262 -0.059 0.056 0.219 -0.702
Cl -2.9953 -2.3610 -0.4475 0.030 0.005 -0.030 0.634
C -3.2510 -2.0453 2.2313 -0.136 -0.063 -0.050 -0.703
Cl -4.8142 -2.7689 2.0653 0.075 0.031 0.001 0.652
C -2.8209 -1.6357 3.4944 -0.039 -0.005 0.031 -0.707
Cl -3.8282 -1.8524 4.8780 0.026 0.003 -0.042 0.664
C -1.5696 -1.0419 3.6354 0.162 0.086 0.070 -0.707
Cl -0.9990 -0.5102 5.1755 -0.053 -0.030 -0.039 0.668
O -0.1120 -1.2203 -2.1469 0.427 0.057 0.009 -0.410
P 0.9140 -0.8719 -3.2014 -0.046 0.045 0.248 0.771
C 1.6792 0.7588 -2.9330 -0.004 -0.019 -0.084 -0.279
P 0.6291 1.8115 -1.8928 -0.088 -0.119 0.074 0.772
O 0.4733 1.2235 -0.5155 0.048 -0.017 -0.063 -0.395
C -0.9449 1.9357 -2.7419 -0.009 0.017 -0.059 -0.292
C -2.0679 1.3846 -2.1336 0.006 -0.005 0.003 -0.054
C -3.2836 1.3919 -2.8044 0.011 -0.005 0.011 -0.058
C -3.3713 1.9428 -4.0738 -0.013 0.008 -0.023 -0.074
C -2.2480 2.4869 -4.6874 -0.007 -0.011 0.006 -0.077
C -1.0338 2.4816 -4.0238 0.002 -0.010 0.029 -0.089
C 1.4205 3.4155 -1.8909 0.089 0.025 0.034 -0.264
C 2.7915 3.4662 -1.6253 -0.018 0.019 -0.026 -0.053
C 3.4288 4.6945 -1.5579 0.003 -0.006 0.007 -0.063
C 2.7077 5.8660 -1.7484 0.009 0.006 0.001 -0.073
C 1.3446 5.8165 -2.0008 -0.001 -0.004 0.002 -0.074
C 0.6977 4.5919 -2.0706 -0.010 0.001 0.015 -0.070
C 2.2583 -2.0560 -3.2065 0.121 -0.069 -0.171 -0.278
C 3.5381 -1.7275 -3.6491 -0.034 0.050 -0.010 -0.083
C 4.5607 -2.6570 -3.5624 -0.010 -0.037 0.013 -0.070
C 4.3071 -3.9157 -3.0304 0.020 0.019 -0.011 -0.073
C 3.0329 -4.2468 -2.5922 0.008 -0.001 0.001 -0.063
C 2.0052 -3.3203 -2.6821 -0.032 0.006 0.015 -0.065
C 0.1311 -0.7920 -4.8137 -0.015 -0.043 0.019 -0.271
C 0.8530 -0.4852 -5.9656 -0.012 0.001 0.011 -0.077
C 0.1993 -0.3921 -7.1822 -0.011 -0.011 0.033 -0.074
C -1.1729 -0.6109 -7.2460 -0.005 0.007 -0.056 -0.075
C -1.8897 -0.9245 -6.1022 0.022 0.004 0.029 -0.069
C -1.2391 -1.0157 -4.8790 -0.022 -0.001 -0.016 -0.063
H 1.8534 1.2549 -3.8911 0.011 0.007 0.006 0.085
H 2.6308 0.6378 -2.4030 0.023 0.019 -0.010 0.039
H -1.9788 0.9370 -1.1510 -0.017 -0.003 0.003 0.106
H -4.1574 0.9592 -2.3354 0.005 -0.003 0.010 0.111
H -4.3206 1.9457 -4.5945 0.001 0.000 0.000 0.107
H -2.3212 2.9073 -5.6818 0.007 0.002 0.000 0.108
H -0.1556 2.9032 -4.5011 -0.004 0.006 -0.005 0.116
H 3.3607 2.5561 -1.4633 -0.005 0.001 0.006 0.087
H 4.4902 4.7341 -1.3525 0.000 0.006 0.000 0.110
H 3.2104 6.8231 -1.6947 0.000 -0.001 0.000 0.106
H 0.7834 6.7311 -2.1392 -0.003 -0.001 -0.001 0.106
H -0.3677 4.5548 -2.2587 -0.005 -0.010 -0.006 0.107
H 3.7557 -0.7343 -4.0242 0.000 -0.001 0.004 0.108
H 5.5568 -2.3950 -3.8939 0.001 0.001 0.001 0.109
H 5.1098 -4.6380 -2.9524 -0.003 -0.003 0.000 0.106
H 2.8401 -5.2223 -2.1660 -0.008 -0.001 0.000 0.112
H 1.0171 -3.5611 -2.3103 -0.001 0.002 0.000 0.117
H 1.9250 -0.3266 -5.9148 0.000 0.001 -0.015 0.105
H 0.7556 -0.1555 -8.0794 -0.002 0.001 -0.005 0.106
H -1.6828 -0.5394 -8.1983 0.002 0.000 0.001 0.106
H -2.9569 -1.0944 -6.1588 -0.002 -0.002 0.005 0.110
H -1.7811 -1.2483 -3.9705 -0.006 0.001 -0.007 0.109
O 1.9011 -2.6164 0.5704 -0.015 0.126 0.043 -0.051
C 2.9639 -2.0131 0.3338 -0.038 -0.027 -0.082 -0.525
C 4.3392 -2.3895 0.8279 0.047 -0.001 -0.064 -0.065
C 5.1975 -1.2405 0.2992 0.008 0.001 0.052 -0.071
C 4.2181 -0.3867 -0.5015 -0.098 -0.058 -0.267 -0.481
O 4.5258 0.5907 -1.1667 0.022 0.048 0.048 0.022
N 2.9505 -0.8906 -0.4086 -0.065 0.004 0.117 0.086
H 4.6127 -3.3621 0.4170 -0.004 -0.005 0.008 0.120
H 4.3247 -2.4817 1.9131 0.000 0.002 0.004 0.125
H 6.0173 -1.5539 -0.3459 -0.013 0.002 -0.013 0.117
H 5.6226 -0.6243 1.0917 0.014 -0.005 -0.001 0.122